[1]
3 unconnected molecules or ions with the total composition C2H9NO2 in a non-equilibrium geometry, computed with ωB97M-V/def2-TZVPD.

Total charge: 0
E_HOMO (eV): -8.24
SMILES: C=CN.O.O
Spin multiplicity: 1
Kohn-Sham gap (eV): 9.04

Structure (XYZ):
```
14
Properties=species:S:1:pos:R:3:forces:R:3
C 2.3276 0.0019 -1.0954 -0.50 -0.12 0.54
C 1.7848 -0.7551 -0.1413 0.11 -0.26 0.40
N 1.0205 -0.2872 0.9247 -0.26 0.43 -0.36
H 2.2283 1.0738 -0.9729 0.15 0.07 -0.41
H 2.7950 -0.4395 -1.9586 0.11 0.10 -0.06
H 1.8626 -1.8365 -0.1322 0.17 -0.07 -0.21
H 0.8125 0.7053 0.8847 0.01 -0.24 0.24
H 1.1621 -0.6676 1.8480 0.08 0.00 -0.23
O -2.6462 -0.8588 -0.0766 -1.11 0.02 -0.10
H -1.7747 -1.0673 -0.3816 0.96 -0.33 -0.28
H -3.2377 -1.1062 -0.8086 0.32 0.22 0.43
O -1.3684 1.7174 0.2240 -0.07 0.71 1.16
H -1.8465 0.8895 0.2925 -0.32 -0.60 -0.42
H -1.6087 2.1125 1.0862 0.34 0.08 -0.72
```
Positions in Å, forces in eV/Å.

***

[2]
2 unconnected molecules or ions with the total composition C2H9NO2, computed with ωB97M-V/def2-TZVPD.

Total charge: 0
E_HOMO (eV): -9.98
SMILES: NCO.CO
Spin multiplicity: 1
Kohn-Sham gap (eV): 10.69

Structure (XYZ):
```
14
Properties=species:S:1:pos:R:3:forces:R:3
N 0.7848 2.1722 -1.5149 -0.17 0.15 -0.30
C 1.3889 1.1347 -0.7651 0.25 -0.25 -0.34
O 0.8596 1.0681 0.5528 -0.19 -0.12 0.31
H -0.1902 1.9811 -1.6919 -0.10 -0.01 0.02
H 0.8523 3.0694 -1.0583 0.09 0.07 0.10
H 2.4614 1.3030 -0.7331 0.27 0.17 0.16
H 1.2460 0.1934 -1.3025 -0.19 -0.07 0.09
H 1.1051 0.2301 0.9607 0.08 0.07 -0.05
C -1.5975 -1.5649 0.9462 -0.77 0.59 0.25
O -1.0786 -2.7172 0.3102 0.43 -0.37 0.61
H -0.9854 -0.6740 0.7681 -0.05 -0.12 -0.05
H -1.7525 -1.6585 2.0312 0.31 -0.28 -0.16
H -2.6094 -1.3732 0.5592 0.38 -0.06 -0.17
H -0.4844 -3.1640 0.9374 -0.34 0.24 -0.48
```
Positions in Å, forces in eV/Å.

***

[3]
3 unconnected molecules or ions with the total composition C2H9NO3 in a non-equilibrium geometry, computed with ωB97M-V/def2-TZVPD.

Total charge: 0
E_HOMO (eV): -10.59
SMILES: CC(N)=O.O.O
Spin multiplicity: 1
Kohn-Sham gap (eV): 11.08

Structure (XYZ):
```
15
Properties=species:S:1:pos:R:3:forces:R:3
C -1.6996 0.5460 -1.1808 -1.07 -0.04 -1.40
C -0.9406 0.0583 0.0052 1.10 0.03 -0.43
N -1.5151 -0.7220 0.9430 -0.39 -0.26 -0.01
O 0.2543 0.3542 0.0960 -0.44 0.05 0.23
H -2.7246 0.1865 -1.3205 0.01 0.06 0.66
H -1.2460 0.2532 -2.1387 0.53 -0.21 0.56
H -1.7063 1.6302 -1.2690 0.04 0.10 0.49
H -0.8778 -1.1975 1.5573 0.20 0.02 0.13
H -2.4230 -1.1501 0.8514 0.05 0.31 -0.28
O 1.5551 -0.9129 2.2712 0.39 -0.06 -0.51
H 1.4132 -0.2572 1.5537 -0.36 -0.44 0.63
H 0.8522 -0.8391 2.9153 -0.09 0.41 0.06
O 1.9271 0.8066 -2.1156 -0.19 -0.20 0.16
H 1.9805 -0.1168 -2.3817 0.14 0.06 -0.11
H 1.4106 0.7544 -1.2900 0.07 0.16 -0.18
```
Positions in Å, forces in eV/Å.

***

[4]
3 unconnected molecules or ions with the total composition C2H9NO3, computed with ωB97M-V/def2-TZVPD.

Total charge: 0
E_HOMO (eV): -9.78
SMILES: NCC=O.O.O
Spin multiplicity: 1
Kohn-Sham gap (eV): 10.31

Structure (XYZ):
```
15
Properties=species:S:1:pos:R:3:forces:R:3
N 2.4073 -1.1613 0.7897 0.10 0.76 -0.38
C 1.0531 -0.7887 0.3241 0.13 -0.43 -0.10
C 0.9250 -0.9223 -1.1750 0.53 0.32 0.09
O 1.0518 0.0290 -1.9004 -0.07 0.15 -0.16
H 2.4953 -0.7537 1.7182 0.05 -0.36 0.05
H 3.0695 -0.6099 0.2398 -0.01 -0.24 0.06
H 0.3751 -1.5036 0.7899 -0.34 0.37 0.14
H 0.8158 0.2584 0.5156 -0.27 -0.02 0.30
H 0.7618 -1.9066 -1.6130 -0.13 -0.53 0.01
O -1.8624 2.0103 -0.8422 0.17 -0.16 0.35
H -2.0998 2.8934 -0.5506 -0.10 0.10 -0.25
H -2.2525 1.8662 -1.7078 -0.03 0.14 -0.01
O -2.1717 -0.2179 1.1922 -0.29 0.82 0.15
H -1.5756 0.5090 0.9615 0.21 -0.33 -0.23
H -2.9926 0.2978 1.2579 0.06 -0.58 0.00
```
Positions in Å, forces in eV/Å.

***

[5]
3 unconnected molecules or ions with the total composition C2H9NO3, computed with ωB97M-V/def2-TZVPD.

Total charge: 0
E_HOMO (eV): -9.48
SMILES: NCC=O.O.O
Spin multiplicity: 1
Kohn-Sham gap (eV): 9.78

Structure (XYZ):
```
15
Properties=species:S:1:pos:R:3:forces:R:3
N -0.7726 -0.3104 -1.0223 0.37 -0.10 -0.43
C 0.0341 -0.0150 0.1367 0.29 0.50 -0.31
C 0.7733 -1.2613 0.5689 -0.84 0.40 0.08
O 1.8767 -1.5391 0.1954 0.17 -0.39 0.19
H -0.9902 -1.2515 -1.2622 -0.11 -0.43 0.14
H -1.4702 0.3422 -1.3005 -0.30 0.28 0.11
H -0.5713 0.3660 0.9689 0.16 -0.10 0.13
H 0.7949 0.7262 -0.1374 -0.09 0.01 0.20
H 0.1743 -1.9036 1.2478 0.35 -0.30 -0.07
O 3.7840 0.3204 -0.7775 0.60 0.43 -0.32
H 3.3312 -0.4906 -0.5368 -0.14 -0.29 -0.02
H 4.5692 0.0803 -1.2936 -0.46 -0.02 0.30
O -5.1200 2.1674 1.0926 -0.59 0.03 0.22
H -5.5622 2.3359 0.2586 -0.14 0.04 -0.10
H -4.2042 2.0798 0.8625 0.72 -0.06 -0.11
```
Positions in Å, forces in eV/Å.

***

[6]
3 unconnected molecules or ions with the total composition C2H9NO4 in a non-equilibrium geometry, computed with ωB97M-V/def2-TZVPD.

Total charge: 0
E_HOMO (eV): -10.37
SMILES: NCC(=O)O.O.O
Spin multiplicity: 1
Kohn-Sham gap (eV): 10.92

Structure (XYZ):
```
16
Properties=species:S:1:pos:R:3:forces:R:3
N 1.7965 0.0083 -1.3426 0.14 0.01 0.04
C 0.9653 1.0039 -0.6854 0.54 0.89 -0.38
C -0.4093 0.5422 -0.3105 0.40 0.79 1.20
O -0.8777 -0.5500 -0.4295 -0.09 -0.71 -0.70
O -1.0312 1.4715 0.4706 0.17 -0.92 -0.45
H 2.7456 0.3546 -1.3304 0.27 -0.06 0.29
H 1.5986 -0.0116 -2.3346 -0.41 -0.25 -0.06
H 1.3982 1.3338 0.2613 0.18 -0.50 0.16
H 0.9680 1.9646 -1.2187 -0.63 -0.11 -0.16
H -1.7039 0.8805 0.8610 -0.72 0.75 0.19
O 2.3763 -2.1647 1.2877 0.25 -0.02 0.14
H 1.5480 -2.2280 1.7704 -0.07 0.06 -0.19
H 2.1785 -1.7518 0.4396 -0.26 0.06 -0.10
O -3.8289 0.0847 0.8510 0.21 0.46 -0.02
H -4.1230 -0.4454 1.5973 0.06 -0.24 -0.26
H -3.6010 -0.4926 0.1126 -0.05 -0.20 0.31
```
Positions in Å, forces in eV/Å.

***

[7]
3 unconnected molecules or ions with the total composition C2H9NO4, computed with ωB97M-V/def2-TZVPD.

Total charge: 0
E_HOMO (eV): -9.84
SMILES: CNC(=O)O.O.O
Spin multiplicity: 1
Kohn-Sham gap (eV): 10.33

Structure (XYZ):
```
16
Properties=species:S:1:pos:R:3:forces:R:3
C -1.7316 1.5818 0.8385 -0.10 -0.57 -0.42
N -0.9392 0.8369 -0.1307 0.03 0.57 0.22
C -1.2447 -0.3637 -0.6827 -0.02 0.09 -0.16
O -0.4438 -1.1572 -1.1178 0.05 0.01 -0.28
O -2.5820 -0.5786 -0.7261 -0.15 -0.21 0.36
H -1.0558 2.0987 1.5094 0.09 0.24 -0.02
H -2.2810 0.8696 1.4430 -0.26 0.01 0.02
H -2.4186 2.2737 0.3565 -0.11 0.13 0.13
H -0.1669 1.3361 -0.5305 0.43 -0.44 0.09
H -2.7120 -1.4867 -1.0389 0.11 0.13 0.05
O 3.3866 -1.0006 -1.9203 -0.51 -0.08 0.23
H 2.7695 -0.9889 -1.1696 0.31 0.07 -0.07
H 2.8447 -1.3875 -2.6169 0.13 0.03 -0.06
O 2.2334 -0.6477 1.5281 -0.18 -0.08 0.43
H 1.5954 -1.1684 2.0365 0.05 0.03 -0.35
H 2.7462 -0.2175 2.2216 0.13 0.06 -0.18
```
Positions in Å, forces in eV/Å.

***

[8]
4 unconnected molecules or ions with the total composition C2H9NO4 in a non-equilibrium geometry, computed with ωB97M-V/def2-TZVPD.

Total charge: 0
E_HOMO (eV): -10.13
Spin multiplicity: 1
Kohn-Sham gap (eV): 4.18

Structure (XYZ):
```
16
Properties=species:S:1:pos:R:3:forces:R:3
O -1.6008 -2.0719 -0.6396 -0.30 4.63 1.69
C -1.5596 -0.8673 -0.1769 -0.95 -5.13 1.38
N -1.9561 -0.2793 1.0230 -0.62 -1.72 -2.67
C 1.4058 -1.0885 -0.0301 2.09 1.78 -1.16
O 2.2769 0.1053 -0.1676 -0.29 -3.38 1.96
H -1.0261 -0.1646 -0.7642 1.24 1.97 -1.49
H -2.8796 -0.7311 1.2005 0.50 0.31 0.48
H 1.3768 -1.5790 -1.0200 -0.78 0.31 0.24
H 0.4504 -0.7802 0.3767 -0.38 0.27 -0.18
H 1.7827 -1.8246 0.6521 0.86 0.06 0.51
H 1.8479 0.7464 -0.7567 -0.72 0.49 -0.46
H 0.3201 2.2867 -1.6401 0.57 -1.22 0.55
O 0.6994 1.4235 -1.3144 -1.65 1.33 -0.98
H -1.0875 1.1947 1.1226 0.97 0.57 0.55
H 0.2794 1.8620 0.7119 0.99 -0.07 -1.20
O -0.3297 1.7681 1.4227 -1.55 -0.20 0.78
```
Positions in Å, forces in eV/Å.

***

[9]
3 unconnected molecules or ions with the total composition C2H9NO4 in a non-equilibrium geometry, computed with ωB97M-V/def2-TZVPD.

Total charge: 0
E_HOMO (eV): -9.86
SMILES: NCC(=O)O.O.O
Spin multiplicity: 1
Kohn-Sham gap (eV): 10.15

Structure (XYZ):
```
16
Properties=species:S:1:pos:R:3:forces:R:3
N -2.4321 -2.2920 0.9048 -0.66 1.68 -0.85
C -2.2355 -0.8221 0.5120 1.90 -1.71 -1.87
C -0.7229 -0.5954 0.0017 0.31 0.37 2.76
O 0.1904 -1.4030 0.0987 -1.81 1.06 -0.77
O -0.4362 0.7223 -0.4577 0.65 -4.60 -0.88
H -2.2351 -2.5043 1.8645 0.56 0.40 0.45
H -3.4042 -2.6108 0.8006 0.51 0.65 -0.33
H -2.6473 -0.6596 -0.5165 -0.77 -0.13 1.16
H -2.5046 -0.0179 1.2081 -0.04 -0.32 -0.19
H 0.3031 0.2730 -1.0324 -0.89 2.79 0.86
O 4.3265 3.0982 2.1709 -0.27 -1.29 -1.00
H 3.7547 2.3952 2.5132 -0.05 0.43 0.62
H 4.4812 2.6702 1.3019 0.31 0.86 0.38
O 1.0403 0.7446 -2.7010 1.21 -0.81 -3.23
H 1.1840 -0.1443 -3.1006 -0.40 -0.09 1.26
H 1.3377 1.1458 -3.5682 -0.56 0.73 1.64
```
Positions in Å, forces in eV/Å.

***

[10]
2 unconnected molecules or ions with the total composition C2H9NOS in a non-equilibrium geometry, computed with ωB97M-V/def2-TZVPD.

Total charge: -1
⟨S²⟩: 0.750
E_HOMO (spin up / spin down) (eV): 1.17 / -5.46
Spin multiplicity: 2
Kohn-Sham gap (spin up / spin down) (eV): 2.21 / 8.96

Structure (XYZ):
```
14
Properties=species:S:1:pos:R:3:forces:R:3
C 0.5195 1.0248 0.4115 1.02 0.30 1.81
C -0.9564 1.2260 0.0944 0.84 3.24 0.50
S -1.3492 0.4067 -1.4099 -0.75 -0.84 -0.95
N 1.4041 2.0383 -0.1883 -0.37 0.81 -0.53
H 0.8454 0.0022 0.2721 -0.06 -0.26 -0.73
H 0.7075 1.1444 1.4845 -0.52 0.02 0.24
H -1.0468 2.3336 -0.1197 0.22 -0.77 0.05
H -1.6531 1.2489 0.9525 0.29 -1.38 -0.55
H -0.2075 0.8507 -1.9980 -0.26 -0.09 -0.01
H 1.0006 2.6450 -0.8857 -0.30 -0.26 0.00
H 2.3628 1.8728 -0.4447 -0.12 -0.80 0.19
H 0.1086 -5.0086 0.9819 0.42 -0.16 -0.34
H -1.2543 -4.6817 0.6353 -0.26 0.04 -0.61
O -0.4810 -5.1031 0.2142 -0.15 0.15 0.94
```
Positions in Å, forces in eV/Å.

***

[11]
2 unconnected molecules or ions with the total composition C2H9NOS2 in a non-equilibrium geometry, computed with ωB97M-V/def2-TZVPD.

Total charge: 0
E_HOMO (eV): -8.66
SMILES: CSS.NCO
Spin multiplicity: 1
Kohn-Sham gap (eV): 9.31

Structure (XYZ):
```
15
Properties=species:S:1:pos:R:3:forces:R:3
C 2.4428 -0.1032 1.3781 -0.85 -0.47 -0.72
S 1.1789 0.9646 0.6233 0.38 0.52 -0.07
S 1.3260 0.5449 -1.3883 -0.07 -0.46 0.06
H 2.0709 -1.1219 1.2811 0.20 -0.10 0.38
H 3.3682 -0.0357 0.8295 0.35 0.25 -0.01
H 2.5585 0.2125 2.4068 0.02 -0.04 0.17
H 2.6030 0.8835 -1.6418 -0.03 0.29 0.16
N -2.5915 -0.8890 1.2461 -0.02 -0.59 -0.42
C -2.5203 -1.4329 -0.1204 0.74 0.35 0.76
O -2.2555 -0.4104 -1.0427 -0.51 0.21 -0.25
H -3.5345 -0.5896 1.4217 -0.40 0.45 0.01
H -2.4754 -1.6674 1.8839 0.31 0.00 0.17
H -3.4326 -1.9548 -0.3925 -0.13 0.06 -0.44
H -1.6798 -2.1257 -0.1400 -0.01 -0.35 0.10
H -1.7216 0.2547 -0.5913 0.03 -0.12 0.11
```
Positions in Å, forces in eV/Å.

***

[12]
2 unconnected molecules or ions with the total composition C2H9NPS in a non-equilibrium geometry, computed with ωB97M-V/def2-TZVPD.

Total charge: +1
⟨S²⟩: 2.011
E_HOMO (spin up / spin down) (eV): -8.08 / -14.51
Spin multiplicity: 3
Kohn-Sham gap (spin up / spin down) (eV): 2.76 / 5.17

Structure (XYZ):
```
14
Properties=species:S:1:pos:R:3:forces:R:3
C 1.8781 0.4415 -0.1179 4.47 -1.69 -3.48
C 1.9717 -0.7732 -0.9074 0.07 -0.70 0.99
N 0.8877 0.5865 0.6495 -6.42 3.54 6.35
P -2.6843 0.9678 0.1615 1.17 -0.37 2.78
S -1.9404 -0.8592 1.0999 0.16 3.00 1.49
H 2.6527 1.1387 -0.2619 0.40 1.11 0.27
H 2.9703 -1.1622 -0.9322 0.44 -0.81 0.37
H 1.8062 -0.5103 -1.8741 -0.48 0.75 -3.44
H 1.1792 -1.5010 -0.7432 0.26 -0.40 0.66
H 0.7772 1.4838 1.2398 0.28 -2.23 -1.33
H 0.0761 -0.0444 0.7253 1.51 0.57 -0.41
H -2.4843 -1.6158 0.2490 -1.02 -1.70 -2.04
H -3.5999 0.3527 -0.5806 -1.63 -0.73 -1.26
H -3.4903 1.4952 1.2923 0.79 -0.35 -0.96
```
Positions in Å, forces in eV/Å.

***

| no. | calculated total energy (eV) |
| --- | --- |
| 1 | -7804.4682 |
| 2 | -7804.2079 |
| 3 | -9853.2381 |
| 4 | -9851.7352 |
| 5 | -9851.6280 |
| 6 | -11900.3492 |
| 7 | -11900.5555 |
| 8 | -11890.9440 |
| 9 | -11898.8105 |
| 10 | -16590.6008 |
| 11 | -27427.5702 |
| 12 | -23821.3720 |